No. 1
C19H44N3O4S | wB97M-V/def2-TZVPD

```
71
Properties=species:S:1:pos:R:3:forces:R:3:mulliken_charge:R:1
C 1.73032 -2.17151 5.65992 0.5 1.1 -1.1 -1.188
C 1.52508 -1.56501 4.18887 -0.5 -0.6 1.0 1.039
C 0.05039 -0.99703 3.97253 1.1 -0.2 -0.9 -1.021
C 2.62538 -0.45970 4.00438 -0.5 -0.5 0.4 -1.272
N 2.72439 0.06259 2.62249 -0.2 -0.2 0.0 0.005
C 3.20568 -0.61727 1.59714 -0.5 0.6 0.0 0.205
N 3.66554 -1.93374 1.85938 0.4 2.1 -1.2 -0.029
C 4.77877 -2.33348 0.98500 0.5 -1.3 -0.6 -0.536
C 4.64326 -1.89863 -0.51627 1.1 0.6 0.4 -0.616
C 3.57432 -0.78934 -0.79573 -0.3 -0.2 -2.5 0.085
C 2.24726 -1.33842 -1.50773 0.0 0.7 1.6 -0.624
C 1.53832 -2.49462 -0.71302 -0.7 -0.5 -1.4 -0.116
C 2.03961 -3.95745 -1.10736 -0.4 0.2 -0.2 -0.631
S 2.35727 -4.91962 0.44437 0.3 -0.1 0.2 -0.275
N 3.25507 0.07256 0.36715 0.3 -3.0 1.6 -0.217
H 1.07227 -1.58461 6.33974 0.5 -0.8 -0.2 0.320
H 1.54881 -3.26662 5.68006 -0.1 0.9 0.2 0.343
H 2.80097 -1.95765 5.92423 -1.0 -0.5 0.1 0.327
H 1.62974 -2.43599 3.49605 0.3 0.9 0.3 -0.130
H -0.41305 -1.56239 3.12108 0.1 0.6 0.9 0.242
H 0.16576 0.06294 3.62732 -0.6 -0.7 0.5 0.266
H -0.57605 -1.09167 4.88491 0.4 0.2 -0.7 0.323
H 2.32661 0.39413 4.66988 0.5 -0.7 -0.7 0.381
H 3.63523 -0.82615 4.30714 -0.8 0.2 -0.3 0.402
H 2.40861 1.01770 2.45940 0.1 -0.4 0.0 0.293
H 2.91231 -2.62231 1.89501 0.2 0.1 0.1 0.090
H 5.76086 -2.01777 1.41882 -1.0 0.1 -0.3 0.304
H 4.80404 -3.45518 0.99552 -0.1 1.1 0.2 0.241
H 5.63931 -1.46828 -0.81170 -0.9 -0.4 0.2 0.404
H 4.52588 -2.81337 -1.14260 -0.3 1.0 0.4 0.206
H 4.03199 -0.11087 -1.56727 -0.4 -0.5 0.8 0.312
H 1.52350 -0.47200 -1.51140 0.7 -0.7 -0.2 -0.084
H 2.45006 -1.58072 -2.57574 -0.1 -0.1 0.9 0.407
H 0.46024 -2.47674 -1.03572 0.9 0.1 0.5 0.429
H 1.51667 -2.34064 0.39297 0.2 0.0 -0.9 -0.073
H 2.88629 -3.94655 -1.82870 -0.5 0.0 0.8 0.436
H 1.19932 -4.48770 -1.62885 0.8 0.4 0.5 0.371
H 3.58385 -5.53222 0.36438 -0.7 0.5 -0.6 0.160
H 2.41479 0.63442 0.22372 0.4 0.2 0.0 0.226
C 0.72916 4.92798 -2.52408 -0.1 0.1 -0.1 -0.676
O -0.54531 4.34845 -2.75778 0.3 -0.2 0.2 -0.378
C -0.51564 2.92785 -2.72680 -0.5 0.2 0.0 -0.587
C -1.02496 2.39003 -1.39841 0.3 -0.2 -0.2 -0.321
O -0.15322 2.73804 -0.32683 0.1 0.1 0.1 -0.211
C -0.62625 3.84722 0.42670 0.1 -0.1 0.1 -0.859
H 0.58427 5.98595 -2.30657 -0.1 0.0 -0.1 0.261
H 1.24148 4.46836 -1.67502 0.0 0.0 0.0 0.242
H 1.34979 4.83581 -3.42046 0.1 0.0 0.0 0.325
H 0.49248 2.55566 -2.93965 0.0 0.0 0.1 0.282
H -1.17879 2.57695 -3.52311 0.0 -0.1 0.0 0.417
H -1.04580 1.29629 -1.44765 -0.1 0.0 0.0 0.214
H -2.04358 2.73539 -1.20145 0.0 0.0 -0.1 0.364
H -1.44593 3.53094 1.07864 -0.1 0.1 0.0 0.318
H -0.96117 4.66422 -0.21354 0.0 0.0 0.0 0.363
H 0.19459 4.20985 1.04672 0.0 -0.1 0.0 0.243
C -4.09398 -0.04423 -1.68150 0.1 0.2 0.0 -0.867
O -4.45169 1.21888 -2.21670 0.0 -0.3 0.0 -0.245
C -5.22547 1.10839 -3.40896 -0.1 0.5 0.1 -0.545
C -6.70645 1.31577 -3.13282 0.0 -0.4 -0.2 -0.550
O -7.23500 0.27257 -2.32260 0.2 0.2 0.2 -0.379
C -7.36261 0.65125 -0.96037 -0.1 -0.1 0.0 -0.663
H -3.74135 0.10827 -0.66039 0.0 0.1 0.0 0.230
H -4.93932 -0.73534 -1.65496 0.0 0.0 -0.1 0.463
H -3.28160 -0.47954 -2.27369 0.0 -0.1 0.0 0.291
H -5.05112 0.14420 -3.89638 -0.1 0.0 0.1 0.373
H -4.88137 1.89519 -4.08712 0.0 0.0 0.0 0.358
H -7.24658 1.28699 -4.08351 0.0 0.0 0.0 0.375
H -6.88541 2.29294 -2.67422 0.1 0.0 0.0 0.333
H -8.22924 1.30730 -0.83671 0.0 0.1 0.1 0.333
H -6.46694 1.15228 -0.58771 0.0 0.0 0.0 0.247
H -7.52170 -0.25301 -0.37248 -0.1 0.0 -0.1 0.244
```
Forces are in eV/Å.

* E_tot: -1613.40534 a.u.
* HOMO level: -10.87 eV
* gap between HOMO and LUMO: 8.1 eV
* charge: +1
* LUMO energy: -2.81 eV

***

No. 2
C19H44N3Si4TeTi | wB97M-V/def2-TZVPD

```
72
Properties=species:S:1:pos:R:3:forces:R:3:mulliken_charge:R:1
Ti 1.69400 0.73887 0.49849 0.8 -0.8 -1.0 0.386
N 1.58085 -0.10596 2.50383 0.1 0.2 0.1 -0.338
C 2.15524 1.00933 3.30476 0.2 0.0 0.1 -0.308
C 1.19097 2.18802 3.34348 0.0 0.2 0.2 -1.155
C 0.67284 2.68822 1.99180 -0.3 0.0 0.0 0.304
C 1.66093 3.43245 1.06173 0.0 0.1 0.1 -0.374
N 1.70647 2.75195 -0.25649 -0.1 0.2 0.1 -0.399
H 0.71443 -0.45032 2.91522 0.1 0.0 -0.1 0.028
H 2.23116 -0.88932 2.47634 -0.1 0.0 0.0 0.320
H 3.10473 1.27807 2.83016 -0.1 0.0 0.0 0.157
H 2.39813 0.69642 4.32398 -0.1 0.0 -0.1 0.552
H 1.67999 3.01688 3.86128 0.0 0.0 0.0 0.450
H 0.32478 1.92298 3.95609 0.0 0.0 0.0 0.357
H -0.19755 3.32053 2.17900 0.1 0.0 0.0 0.606
H 0.18220 1.85567 1.44707 -0.2 0.2 0.2 -0.379
H 2.67023 3.43014 1.47878 -0.1 0.0 0.0 0.400
H 1.34551 4.47198 0.95643 0.1 -0.1 0.0 0.390
H 2.57005 2.94626 -0.75289 -0.1 0.0 0.0 0.317
H 0.92500 3.03651 -0.84092 0.0 0.0 0.0 0.136
N 3.33830 0.51089 0.34848 -0.3 0.1 0.3 -0.427
C 4.68738 0.18737 0.24726 -0.3 0.0 -0.1 0.196
C 5.65422 1.08155 0.70344 0.2 -0.1 0.0 -0.119
C 6.99537 0.74776 0.59632 0.0 0.0 0.0 -0.726
C 7.37072 -0.46615 0.03992 0.0 -0.1 0.0 -0.464
C 6.40291 -1.35520 -0.41147 0.0 0.1 0.0 -0.652
C 5.05944 -1.03490 -0.31158 0.2 0.0 0.0 -0.298
H 5.35915 2.03028 1.13551 -0.1 0.0 0.0 0.373
H 7.74810 1.44040 0.94661 0.0 0.0 0.0 0.378
H 8.41784 -0.72048 -0.04747 0.0 0.0 0.0 0.386
H 6.69290 -2.30069 -0.84721 0.0 0.0 0.0 0.384
H 4.29654 -1.71431 -0.66822 0.0 0.0 0.0 0.365
C -2.20733 0.67053 2.14658 0.0 -0.2 0.1 -0.822
Si -2.19013 -1.01246 1.26211 -0.1 0.1 -0.2 0.701
C -3.93274 -1.70547 1.33407 0.1 0.1 0.1 -1.136
C -1.01320 -2.19288 2.14350 0.0 0.1 0.0 -1.384
Si -1.59573 -0.76211 -0.99179 0.0 -0.2 -0.1 -0.062
Te 0.91225 -0.89880 -1.36145 0.0 0.1 0.1 -0.353
Si -2.52721 1.14122 -1.97638 0.0 -0.1 0.1 0.359
C -1.68470 2.72958 -1.38131 -0.1 0.1 -0.2 -0.887
C -4.33712 1.19640 -1.48104 0.1 0.1 0.0 -1.057
C -2.35571 1.04621 -3.83761 0.0 0.1 0.1 -1.202
Si -2.29363 -2.69265 -2.16169 0.1 0.1 0.1 0.420
C -4.15455 -2.68118 -2.39578 0.1 0.0 0.0 -1.036
C -1.75514 -4.17846 -1.15000 -0.1 0.0 -0.1 -0.985
C -1.45552 -2.72705 -3.83693 -0.1 -0.1 0.0 -1.036
H -3.10783 0.73701 2.75942 0.0 0.0 0.1 0.619
H -2.22785 1.52102 1.46853 0.0 0.1 -0.1 0.147
H -1.36072 0.78867 2.82821 0.0 0.0 0.0 -0.028
H -4.28761 -1.70687 2.36611 0.0 0.0 0.1 0.456
H -3.96751 -2.72919 0.96486 0.0 -0.1 0.0 0.279
H -4.63136 -1.11247 0.74373 0.0 0.1 0.0 0.317
H -0.89955 -1.92518 3.19769 0.0 0.0 0.1 0.479
H -0.02696 -2.22594 1.67352 0.0 0.0 0.0 0.256
H -1.40847 -3.20716 2.12140 0.0 -0.1 0.0 0.408
H -1.32098 2.69320 -0.35508 0.0 -0.1 0.1 -0.057
H -2.40790 3.54682 -1.43555 0.0 0.1 0.0 0.422
H -0.86532 2.99768 -2.05210 0.1 -0.1 0.0 0.367
H -4.44538 1.45302 -0.42554 0.0 0.0 0.1 0.295
H -4.84021 0.24513 -1.64343 0.0 -0.1 -0.1 0.296
H -4.86273 1.95664 -2.06182 0.0 0.0 0.0 0.422
H -1.32621 0.83132 -4.12814 0.0 0.0 0.0 0.358
H -2.64685 1.99540 -4.29190 0.0 0.0 0.0 0.398
H -2.99198 0.26970 -4.25939 -0.1 -0.1 0.0 0.296
H -4.70090 -2.53097 -1.46528 0.0 0.0 0.1 0.310
H -4.46493 -3.64054 -2.81440 0.0 0.0 0.0 0.412
H -4.45927 -1.90471 -3.09751 0.0 0.1 0.0 0.289
H -2.28977 -4.24291 -0.20267 0.0 0.0 0.1 0.243
H -0.68669 -4.14597 -0.93516 0.1 0.0 0.0 0.290
H -1.95621 -5.09659 -1.70530 0.0 -0.1 0.0 0.404
H -1.72671 -1.86783 -4.44918 0.0 0.1 0.0 0.265
H -1.76241 -3.62843 -4.37206 0.0 0.0 0.0 0.372
H -0.37008 -2.74892 -3.75099 0.1 0.0 0.0 0.319
```
Forces are in eV/Å.

* E_tot: -3190.05393 a.u.
* HOMO level: -10.45 eV
* gap between HOMO and LUMO: 7.7 eV
* charge: +1
* LUMO energy: -2.78 eV
* relative energy (zero: lowest compared OMol25 entry of this formula, charge and spin): 0.309 eV

***

No. 3
C19H44N4O2P2SiW | wB97M-V/def2-TZVPD

```
73
Properties=species:S:1:pos:R:3:forces:R:3:mulliken_charge:R:1
W -0.44517 -1.16164 -0.97703 0.6 3.5 2.9 0.136
Si 1.58743 -1.59861 -2.14299 2.0 -1.4 -1.1 0.467
P -1.98138 -2.21173 -2.30820 0.5 -1.1 -0.1 0.803
N -0.20003 -2.10250 0.53565 -0.3 -0.6 -1.7 -0.134
H -0.81612 0.45745 -1.83120 -0.3 -1.3 0.5 0.081
C -3.71735 -1.80320 -1.99014 -0.8 -0.2 -0.4 -1.231
H -4.36300 -2.31726 -2.72171 0.0 0.2 0.3 0.435
H -3.87887 -0.71742 -2.07295 0.1 -0.3 0.0 0.270
H -4.00541 -2.12388 -0.97743 0.2 0.1 -0.3 0.335
C -1.71029 -1.92373 -4.08817 -0.4 -0.1 -0.3 -1.015
H -2.42726 -2.54707 -4.64845 0.2 0.3 0.0 0.456
H -0.68674 -2.20042 -4.38293 -0.3 0.1 0.3 0.232
H -1.87880 -0.86360 -4.33129 0.0 -0.4 0.1 0.147
C -1.85674 -4.01738 -2.08844 -0.6 -0.4 -0.4 -1.246
H -2.62513 -4.49099 -2.72353 0.2 -0.1 0.2 0.439
H -2.04137 -4.28651 -1.03672 0.1 0.2 -0.4 0.284
H -0.86122 -4.38441 -2.38362 -0.3 0.3 0.1 0.286
C 2.17084 -0.55549 -3.62745 -0.3 0.3 0.1 -0.904
H 2.33554 0.48690 -3.31659 0.0 -0.3 -0.3 0.173
H 1.42245 -0.58629 -4.43123 0.3 0.1 0.0 0.211
H 3.11280 -1.00753 -3.98074 -0.4 0.2 0.1 0.367
H 2.84069 -1.56660 -1.31503 -0.2 -0.1 0.2 -0.306
H 1.65209 -2.95105 -2.79152 0.1 -0.3 0.0 -0.321
C 0.12117 -2.90248 1.59444 0.1 -0.3 0.6 0.180
C -0.38906 -3.81441 3.77899 0.4 -0.3 -0.2 -0.682
C -0.71541 -2.96064 2.73596 0.3 0.1 -0.5 0.006
C 1.28425 -3.71409 1.51259 -0.5 0.3 0.1 -0.117
C 1.57460 -4.58541 2.55313 -0.3 0.2 0.2 -0.580
C 0.74929 -4.63173 3.68484 -0.2 0.1 0.2 -0.404
H -1.02271 -3.84652 4.65906 0.1 -0.1 0.0 0.380
H -1.61764 -2.33657 2.74381 0.4 -0.3 0.1 0.338
H 1.91142 -3.63508 0.61605 -0.3 -0.1 0.4 0.279
H 2.44602 -5.23019 2.48603 -0.1 0.1 0.1 0.375
H 0.98776 -5.31239 4.50557 -0.1 0.2 -0.3 0.356
C -0.62136 2.10263 -2.70790 -4.5 -0.5 -0.3 1.134
O 0.62529 2.11841 -2.65056 3.2 0.5 -0.1 -0.510
C -1.52554 2.44700 -1.56027 0.2 1.4 0.3 -1.102
H -1.77592 3.51985 -1.60851 -0.1 0.1 0.1 0.481
H -1.05415 2.26216 -0.59221 -0.1 -0.1 -0.3 0.102
H -2.46645 1.89047 -1.61442 0.2 -0.1 -0.1 0.231
C -1.25947 2.13992 -4.07834 0.7 0.3 -0.4 -1.614
H -2.34610 2.25456 -4.03672 0.2 -0.2 0.3 0.360
H -0.99094 1.24608 -4.65589 -0.1 0.1 0.0 0.300
H -0.85534 3.01351 -4.61475 -0.1 -0.1 -0.2 0.420
C 2.10763 3.36189 -0.38651 0.0 -0.3 -0.4 -0.607
N 1.40018 3.24049 0.88382 -0.1 -0.2 0.7 0.693
C 1.49902 4.42335 1.73208 -0.1 0.1 -0.1 -1.392
P 0.94435 1.73609 1.44453 0.5 0.2 0.0 -0.067
O 1.42130 0.66474 0.52231 -1.0 -0.1 -0.1 -0.881
N 1.62890 1.58706 3.00108 -0.1 0.3 -0.3 0.128
C 1.31529 0.32692 3.69923 -0.1 -0.2 -0.1 -0.861
C 3.07232 1.87535 3.05940 0.0 0.0 -0.3 -0.917
N -0.72514 1.82293 1.61796 0.1 -0.3 0.2 0.857
C -1.40476 3.08398 1.91204 0.1 0.0 0.0 -1.122
C -1.49153 0.67443 2.11388 0.0 0.0 0.0 -0.714
H 3.16828 3.07123 -0.28866 -0.3 0.1 -0.1 0.279
H 2.05788 4.40829 -0.72094 0.0 -0.3 0.1 0.398
H 1.62406 2.73564 -1.16015 0.6 0.4 0.6 -0.026
H 1.11403 4.23673 2.74230 0.1 0.0 -0.3 0.401
H 2.54373 4.75873 1.80422 -0.2 -0.1 0.1 0.458
H 0.92255 5.24394 1.27849 0.1 -0.1 0.2 0.394
H 1.41980 -0.55723 3.04493 0.0 0.2 0.2 0.343
H 2.02303 0.22435 4.52856 -0.3 0.0 -0.1 0.464
H 0.30331 0.34911 4.11915 0.2 0.0 -0.1 0.120
H 3.63664 1.32366 2.28870 -0.1 0.1 0.2 0.292
H 3.26203 2.94873 2.94954 0.0 -0.2 0.0 0.207
H 3.43256 1.56070 4.04305 0.0 0.2 -0.2 0.417
H -2.48145 2.91770 1.77140 0.2 0.1 0.0 0.388
H -1.24573 3.40626 2.95342 -0.1 0.0 -0.2 0.295
H -1.09617 3.87660 1.22260 0.0 -0.2 0.2 0.303
H -2.49820 0.71489 1.67026 0.2 0.0 0.1 0.387
H -1.03544 -0.27958 1.82334 0.0 0.3 0.1 -0.445
H -1.60515 0.71095 3.21075 0.0 -0.1 -0.3 0.312
```
Forces are in eV/Å.

* multiplicity: 3
* E_tot: -2158.91941 a.u.
* HOMO level (spin up / spin down): -5.13 / -6.64 eV
* gap between HOMO and LUMO (spin up / spin down): 5.3 / 4.7 eV
* charge: 0
* LUMO energy (spin up / spin down): 0.15 / -1.97 eV
* ⟨S²⟩: 2.01